(1)
{"formula": "C12H43B2FN2O17", "method": "ωB97M-V/def2-TZVPD", "e_tot_ev": -54997.493, "homo_ev": -10.0, "multiplicity": 1, "gap_ev": 8.47, "smiles": "O=NOB(OB(O)O)C(=O)NC(=O)F.CO.CO.CO.CO.CO.CO.CO.CO.CO.CO", "e_lumo_ev": -1.57, "elements": ["O", "N", "O", "B", "O", "B", "O", "O", "C", "O", "N", "C", "O", "F", "H", "H", "H", "C", "O", "H", "H", "H", "H", "C", "O", "H", "H", "H", "H", "C", "O", "H", "H", "H", "H", "C", "O", "H", "H", "H", "H", "C", "O", "H", "H", "H", "H", "C", "O", "H", "H", "H", "H", "C", "O", "H", "H", "H", "H", "C", "O", "H", "H", "H", "H", "C", "O", "H", "H", "H", "H", "C", "O", "H", "H", "H", "H"], "coordinates": [[2.919953, -1.330011, 3.138627], [3.013773, -1.423975, 1.983334], [2.349783, -0.336548, 1.304577], [1.196681, -0.686198, 0.595149], [-0.036596, -0.796810, 1.178052], [-0.338264, -1.999702, 1.805356], [-0.035321, -3.211979, 1.226212], [-0.938522, -1.987157, 3.039417], [1.368402, -0.901951, -0.994814], [1.997462, -0.061074, -1.601843], [0.825569, -2.021845, -1.667250], [1.833762, -2.837287, -2.236964], [2.599936, -3.520193, -1.646252], [1.884072, -2.753525, -3.567851], [0.332219, -3.823231, 1.873023], [-1.285700, -1.111285, 3.239357], [0.229295, -2.588254, -1.071450], [-1.300026, 2.763016, -0.907140], [-1.150153, 1.405220, -1.319334], [-2.344178, 2.923078, -0.651280], [-0.682127, 2.972049, -0.030092], [-1.023709, 3.438249, -1.720980], [-0.224909, 1.275770, -1.549114], [3.782334, 1.894537, 5.056478], [3.007594, 1.820967, 3.860881], [3.663760, 2.892331, 5.470745], [3.435900, 1.160140, 5.785637], [4.840215, 1.721511, 4.839344], [3.118315, 0.937016, 3.502196], [-4.767301, 3.858006, -2.196092], [-4.748902, 4.765746, -1.095732], [-3.826200, 3.955419, -2.730916], [-4.870492, 2.830053, -1.839025], [-5.588864, 4.097594, -2.875636], [-5.582335, 4.675947, -0.627615], [-3.606055, 5.785914, -5.452319], [-3.450286, 4.424542, -5.853753], [-4.649805, 5.943317, -5.194852], [-2.986499, 5.994824, -4.577027], [-3.333013, 6.465979, -6.262781], [-2.524590, 4.293510, -6.076220], [-3.110467, -3.796507, 5.196465], [-2.811687, -4.734045, 4.169393], [-3.934929, -4.194112, 5.782604], [-2.245035, -3.649344, 5.847728], [-3.408644, -2.839413, 4.760151], [-2.086472, -4.367309, 3.656491], [-4.047800, 1.845916, -8.235149], [-4.774957, 2.996831, -8.643272], [-4.430423, 0.990287, -8.786173], [-2.982423, 1.963133, -8.455030], [-4.183843, 1.673459, -7.164139], [-4.430491, 3.741160, -8.139330], [6.504841, -0.749148, 7.076298], [5.100862, -0.633950, 6.835920], [6.717381, -0.264851, 8.024784], [6.805831, -1.797893, 7.136460], [7.073211, -0.254281, 6.285551], [4.916407, -1.059896, 5.993352], [1.677249, 0.669199, -5.621405], [0.958354, -0.555549, -5.527438], [1.510754, 1.075083, -6.616192], [1.321522, 1.388783, -4.879189], [2.748188, 0.503943, -5.479649], [1.109979, -0.910782, -4.648068], [4.466153, -4.177674, 8.412604], [3.995852, -2.862255, 8.670744], [4.248489, -4.787795, 9.285777], [3.961405, -4.613116, 7.544753], [5.547449, -4.181630, 8.241427], [4.192066, -2.320833, 7.897083], [-2.618653, -2.462095, -3.809150], [-1.358096, -2.803007, -3.235804], [-3.387495, -2.683273, -3.073308], [-2.656012, -1.398266, -4.054176], [-2.809302, -3.050031, -4.710115], [-0.684441, -2.604450, -3.892047]], "forces_ev_per_angstrom": [[0.269, 0.169, -0.699], [-0.069, -0.437, 0.761], [-0.555, 0.005, 0.138], [-0.403, 0.141, -0.851], [0.705, -0.724, 0.099], [-0.726, 0.136, 0.792], [0.760, 0.586, -0.034], [-0.121, -0.037, -0.559], [-0.023, 0.676, 0.030], [0.126, -0.210, -0.211], [0.357, -0.018, 0.430], [0.465, -0.236, 0.218], [-0.287, 0.049, -0.221], [-0.218, 0.184, -0.021], [-0.329, -0.345, -0.087], [0.167, 0.048, 0.273], [-0.009, -0.067, 0.020], [0.171, -0.215, -0.102], [0.007, 0.013, 0.104], [-0.011, -0.019, -0.011], [-0.041, 0.118, 0.001], [-0.043, 0.125, 0.087], [-0.005, -0.014, -0.119], [-0.142, -0.203, -0.270], [0.073, 0.134, 0.096], [-0.021, 0.016, -0.035], [0.100, 0.065, 0.119], [0.037, 0.041, 0.140], [-0.142, 0.068, -0.059], [-0.215, 0.097, 0.261], [0.167, -0.015, -0.104], [0.013, 0.029, 0.020], [0.022, -0.056, -0.161], [0.051, -0.111, -0.100], [-0.008, 0.030, 0.039], [0.228, -0.149, -0.035], [-0.135, 0.072, -0.134], [-0.017, -0.069, -0.006], [-0.072, 0.126, 0.020], [-0.037, 0.067, 0.046], [0.022, -0.077, 0.026], [0.182, -0.028, -0.248], [-0.026, -0.040, 0.083], [-0.005, -0.036, -0.023], [-0.079, 0.085, 0.088], [-0.040, 0.057, 0.149], [-0.030, 0.045, -0.060], [-0.048, 0.315, 0.131], [0.047, -0.049, -0.115], [-0.029, 0.029, -0.036], [0.025, -0.141, 0.032], [0.096, -0.129, -0.009], [-0.083, -0.002, 0.123], [-0.104, -0.058, -0.140], [0.017, -0.251, 0.054], [-0.058, 0.005, 0.016], [0.076, 0.026, 0.046], [0.059, 0.004, 0.049], [-0.011, 0.107, -0.074], [-0.060, -0.178, 0.155], [-0.058, 0.084, -0.073], [-0.024, -0.033, -0.024], [0.058, 0.064, -0.031], [0.015, 0.093, -0.018], [0.068, -0.014, 0.058], [-0.048, 0.295, -0.084], [0.014, -0.223, -0.057], [-0.008, 0.010, 0.017], [0.047, -0.106, 0.020], [0.004, -0.115, 0.000], [0.036, 0.258, 0.171], [0.197, -0.003, -0.050], [-0.232, -0.108, -0.063], [0.025, -0.019, 0.035], [-0.076, -0.007, -0.010], [-0.082, 0.026, 0.001], [0.027, 0.043, -0.010]]}

(2)
{"formula": "C12H28CaCl3CsGaKLiN2O12", "method": "ωB97M-V/def2-TZVPD", "e_tot_ev": -165881.739, "homo_ev": -5.4, "multiplicity": 1, "total_charge": -1, "gap_ev": 1.29, "e_lumo_ev": -4.10, "elements": ["N", "C", "C", "Ga", "C", "C", "C", "C", "C", "N", "H", "H", "H", "H", "H", "H", "H", "H", "H", "H", "H", "H", "H", "H", "H", "H", "H", "H", "O", "C", "O", "C", "C", "C", "H", "H", "H", "H", "H", "H", "Li", "Ca", "C", "O", "H", "H", "H", "Cl", "Cs", "O", "Cl", "O", "O", "O", "O", "H", "K", "O", "Cl", "O", "O", "O"], "coordinates": [[-2.663123, -1.579595, -1.359414], [-3.294922, -0.468810, -1.455357], [-2.608867, 0.913992, -1.452327], [-1.052488, 1.150606, -2.805735], [0.224574, -0.446116, -2.916770], [1.295456, -0.472416, -1.737233], [2.397321, 0.616716, -2.035494], [3.162088, 1.105485, -0.750522], [2.947899, 2.628110, -0.403852], [4.074048, 3.495257, -0.688099], [-3.381339, -2.317474, -1.391123], [-4.437267, -0.493317, -1.514740], [-2.215656, 1.231071, -0.417600], [-3.431867, 1.673531, -1.744371], [-0.237730, 2.482253, -2.407535], [-1.751843, 1.322063, -4.257181], [0.811408, -0.313596, -3.866868], [-0.329746, -1.414961, -2.967849], [1.795294, -1.476496, -1.770543], [0.790298, -0.326676, -0.754905], [3.163959, 0.185387, -2.732941], [1.890869, 1.444118, -2.597959], [2.769375, 0.503901, 0.113119], [4.256664, 0.901297, -0.804849], [2.773381, 2.680055, 0.738709], [2.026898, 3.062462, -0.864176], [4.971608, 3.020863, -0.647070], [3.952077, 4.028267, -1.540680], [-5.575514, -4.043655, -0.998431], [-4.854658, -4.999175, -0.847210], [-4.170267, -5.575276, -1.853959], [-3.496001, -6.750241, -1.368710], [-3.371467, -6.544709, 0.125790], [-4.620460, -5.740762, 0.442934], [-4.099672, -7.625698, -1.620420], [-2.525718, -6.840705, -1.854370], [-3.292939, -7.476792, 0.683776], [-2.484102, -5.946036, 0.345479], [-5.480873, -6.382625, 0.643658], [-4.459652, -5.049381, 1.267639], [-6.239936, -1.156750, -1.213033], [-4.358833, 2.165566, -0.167865], [8.034008, 3.179229, -0.582057], [9.129677, 2.532217, -0.910156], [7.348724, 3.470616, -1.408363], [7.330012, 2.665538, 0.098719], [8.154149, 4.151123, -0.057200], [3.524667, 3.466592, 2.338383], [6.944294, 2.865178, 1.869252], [11.531096, 2.714578, 4.143217], [11.844060, 4.118362, 4.321881], [13.039864, 4.447542, 3.578424], [12.054424, 4.392146, 5.727011], [10.737188, 4.918276, 3.836026], [-7.825536, 2.751073, -0.674235], [-8.696917, 3.130938, -0.814919], [-7.165999, 2.105182, 1.777780], [-9.292837, -1.816574, 5.468782], [-8.974145, -0.417601, 5.645636], [-7.743387, -0.115173, 4.936600], [-8.800710, -0.127407, 7.049206], [-10.040911, 0.398428, 5.104099]], "forces_ev_per_angstrom": [[-1.520, 1.051, -0.133], [1.323, 0.021, 0.454], [-2.008, -0.141, 1.176], [1.305, -0.205, -1.451], [0.484, -0.044, 0.673], [0.004, -0.139, -1.451], [0.113, -0.292, 0.027], [-0.748, 0.075, 0.426], [-0.001, -0.240, -0.096], [-0.636, -0.437, -0.410], [0.619, -0.150, 0.058], [0.715, 0.378, -0.293], [-0.195, -0.657, -1.132], [1.897, -1.168, -1.253], [-0.407, -0.048, 0.287], [-0.265, 0.016, 0.369], [-0.672, -0.211, 0.645], [0.447, 0.683, -0.033], [-0.387, 0.747, 0.491], [0.524, -0.051, -0.521], [-0.816, 0.251, 0.419], [0.600, -0.437, 0.686], [0.439, 0.478, -0.674], [-0.702, 0.145, -0.053], [0.216, 0.031, -0.753], [0.685, -0.452, 0.201], [-0.249, 0.174, -0.264], [0.311, -0.054, 0.111], [0.101, 0.734, -0.395], [-0.154, -0.318, 0.056], [-0.351, 0.501, 0.227], [0.368, -0.506, -0.015], [0.197, -0.115, 0.316], [0.450, -0.048, 0.097], [-0.033, 0.095, -0.022], [-0.162, 0.160, -0.172], [-0.019, 0.016, -0.094], [-0.033, -0.062, -0.028], [-0.063, 0.142, 0.038], [-0.344, 0.011, -0.017], [-0.228, -0.399, 0.101], [-1.089, 0.814, 0.750], [0.200, 0.179, -0.854], [-0.414, 0.030, 0.041], [-0.072, -0.051, -0.753], [1.135, -0.773, -4.516], [0.472, 0.415, -0.013], [0.212, 0.003, 0.798], [-1.455, 0.331, 6.314], [-0.077, 0.028, -0.011], [0.264, -0.013, 0.080], [-0.170, -0.043, 0.074], [-0.063, -0.034, -0.132], [-0.178, 0.006, -0.067], [1.284, -0.680, 0.914], [0.116, 0.057, -0.161], [-1.172, -0.027, 0.405], [0.113, 0.220, -0.085], [-0.510, -0.230, 0.539], [0.417, 0.221, -0.461], [0.039, -0.014, -0.347], [0.141, 0.020, -0.115]]}

Which value of multiplicity does entry 1 give?
1